[1]
8
Properties=species:S:1:pos:R:3:lowdin_charge:R:1 method="wB97M-V/def2-TZVPD" relative_energy_kcal_mol=31.0 homo_lumo_gap_ev=11.235
C 1.43 -0.55 -0.97 -0.203
C 0.39 -1.15 -0.20 -0.256
N 2.31 -0.06 -1.53 0.165
N 0.39 -1.26 1.05 0.122
Cl -2.57 3.25 0.09 0.257
H -0.47 -1.52 -0.75 0.105
H -2.70 2.18 0.78 -0.258
H 1.21 -0.89 1.52 0.068

---

[2]
32
Properties=species:S:1:pos:R:3:lowdin_charge:R:1 method="wB97M-V/def2-TZVPD" total_charge=+2 homo_lumo_gap_ev="5.733 / 5.729"
Rh 0.03 -1.48 -0.41 1.231
C 0.85 -0.81 -3.61 0.022
C 0.62 -1.82 -2.54 -0.270
C -0.66 -2.39 -2.33 -0.037
C -0.88 -3.33 -1.31 -0.019
C 0.18 -3.69 -0.43 -0.059
C 1.46 -3.15 -0.63 -0.060
C 1.67 -2.21 -1.65 -0.024
H 1.42 -1.29 -4.41 0.132
H 1.46 0.02 -3.25 0.115
H -0.08 -0.43 -4.02 0.110
H -1.50 -2.07 -2.94 0.156
H -1.88 -3.70 -1.14 0.156
H -0.02 -4.32 0.42 0.157
H 2.24 -3.34 0.10 0.162
H 2.63 -1.71 -1.73 0.166
O -2.35 1.55 -0.66 0.197
C -1.44 1.43 0.09 -0.412
N -0.50 0.33 0.03 -0.184
S 0.80 0.54 1.06 0.754
O 2.00 1.01 0.46 -0.204
O 0.79 -0.93 1.46 -0.353
C 0.05 1.79 2.01 -0.225
C 0.54 2.43 3.13 0.005
C -0.20 3.52 3.59 0.000
C -1.35 3.94 2.93 0.011
C -1.80 3.30 1.78 0.047
C -1.10 2.20 1.32 -0.123
H 1.44 2.11 3.63 0.139
H 0.14 4.05 4.47 0.133
H -1.89 4.80 3.31 0.133
H -2.68 3.63 1.25 0.145

---

[3]
97
Properties=species:S:1:pos:R:3:lowdin_charge:R:1 method="wB97M-V/def2-TZVPD" smiles="CCOCCO[PH3]CC(=O)F.CCCC#N.CCCC#N.CCCC#N.CCCC#N.CCCC#N.CCCC#N" homo_lumo_gap_ev=10.054
C -4.03 1.54 5.95 -0.080
C -5.35 1.32 6.71 -0.257
O -5.11 0.78 7.99 -0.141
C -5.10 -0.63 7.97 -0.210
C -3.65 -1.18 8.00 -0.277
O -3.50 -2.47 7.45 -0.410
P -3.86 -2.55 5.77 0.860
C -4.32 -2.66 3.90 -0.277
C -3.20 -2.84 2.94 -0.491
O -3.28 -2.77 1.74 0.105
F -1.99 -3.12 3.50 0.062
H -3.84 0.66 5.35 0.001
H -4.09 2.37 5.27 0.057
H -3.27 1.68 6.71 0.077
H -5.82 2.29 6.82 0.109
H -6.03 0.70 6.13 0.108
H -5.68 -1.01 7.14 0.082
H -5.59 -0.96 8.88 0.123
H -3.00 -0.44 7.54 0.094
H -3.35 -1.22 9.04 0.118
H -5.21 -2.83 6.07 0.042
H -3.00 -3.65 5.66 0.046
H -3.32 -1.27 5.57 0.042
H -4.93 -3.56 3.79 0.090
H -4.95 -1.84 3.59 0.066
C 0.00 -2.30 1.37 -0.117
C 1.32 -2.25 0.60 -0.250
C 2.54 -2.07 1.51 -0.189
C 2.45 -0.81 2.25 -0.243
N 2.39 0.18 2.82 0.143
H -0.18 -1.37 1.90 0.076
H -0.83 -2.46 0.69 0.064
H 0.01 -3.11 2.10 0.068
H 1.28 -1.44 -0.13 0.112
H 1.44 -3.18 0.04 0.111
H 3.45 -2.06 0.91 0.076
H 2.61 -2.89 2.22 0.124
C 8.08 -0.55 -0.44 -0.108
C 6.99 -0.44 0.61 -0.253
C 6.42 -1.81 0.99 -0.182
C 5.84 -2.47 -0.19 -0.234
N 5.38 -2.98 -1.11 0.168
H 7.70 -0.97 -1.36 0.021
H 8.49 0.44 -0.68 0.078
H 8.91 -1.17 -0.09 0.082
H 6.18 0.19 0.23 0.111
H 7.38 0.04 1.51 0.109
H 5.64 -1.71 1.75 0.104
H 7.20 -2.46 1.40 0.123
C 5.50 0.83 -5.77 -0.110
C 4.98 -0.51 -5.27 -0.281
C 5.45 -0.85 -3.85 -0.193
C 6.92 -0.92 -3.81 -0.247
N 8.06 -0.96 -3.79 0.155
H 6.59 0.84 -5.83 0.070
H 5.12 1.03 -6.77 0.050
H 5.19 1.64 -5.11 0.075
H 5.30 -1.30 -5.95 0.093
H 3.89 -0.50 -5.29 0.100
H 5.05 -1.81 -3.53 0.094
H 5.11 -0.09 -3.14 0.118
C 5.17 1.21 -10.50 -0.105
C 4.89 -0.11 -11.21 -0.260
C 3.58 -0.77 -10.75 -0.186
C 3.61 -1.06 -9.32 -0.217
N 3.65 -1.29 -8.20 0.173
H 5.29 1.06 -9.42 0.058
H 6.09 1.65 -10.87 0.074
H 4.36 1.92 -10.66 0.078
H 5.72 -0.80 -11.03 0.112
H 4.84 0.06 -12.28 0.107
H 3.41 -1.70 -11.29 0.117
H 2.73 -0.11 -10.95 0.120
C -3.75 1.05 -0.94 -0.106
C -4.34 -0.27 -0.45 -0.237
C -5.23 -0.15 0.79 -0.178
C -4.49 0.40 1.92 -0.223
N -3.89 0.83 2.81 0.186
H -3.09 1.50 -0.19 0.072
H -3.15 0.86 -1.83 0.074
H -4.52 1.77 -1.19 0.040
H -3.52 -0.96 -0.22 0.095
H -4.93 -0.72 -1.25 0.113
H -5.62 -1.13 1.08 0.113
H -6.08 0.51 0.59 0.093
C -5.69 6.34 1.06 -0.109
C -5.14 5.28 2.01 -0.257
C -4.57 4.05 1.28 -0.181
C -5.60 3.40 0.48 -0.243
N -6.45 2.93 -0.13 0.168
H -6.52 5.95 0.47 0.070
H -6.05 7.20 1.62 0.072
H -4.91 6.68 0.38 0.077
H -5.93 4.96 2.69 0.112
H -4.35 5.71 2.63 0.109
H -4.18 3.33 2.00 0.090
H -3.75 4.35 0.62 0.125

---

[4]
13
Properties=species:S:1:pos:R:3:lowdin_charge:R:1 method="wB97M-V/def2-TZVPD" relative_energy_kcal_mol=91.1 homo_lumo_gap_ev=9.303
C 1.26 -0.81 0.19 -0.113
O 0.41 -0.78 1.34 -0.063
C -0.84 -0.29 0.92 -0.130
C -0.91 1.21 0.13 -0.129
O 0.46 1.54 0.03 -0.042
C 0.65 0.29 -0.66 -0.231
C -0.84 -0.10 -0.54 -0.150
H 1.14 -1.73 -0.41 0.134
H 2.29 -0.76 0.54 0.131
H -1.59 -0.47 1.67 0.142
H -1.58 2.00 -0.25 0.150
H 0.99 0.50 -1.67 0.157
H -1.42 -0.60 -1.30 0.143

---

[5]
60
Properties=species:S:1:pos:R:3:lowdin_charge:R:1 method="wB97M-V/def2-TZVPD" total_charge=+3 homo_lumo_gap_ev=6.530
Ta 0.07 -0.03 1.05 1.819
C -2.99 -2.64 -0.48 0.034
C -1.74 -2.15 -0.73 -0.060
N -1.36 -1.32 0.28 -0.140
N -2.42 -1.28 1.18 -0.013
C -3.38 -2.06 0.73 0.024
B -2.37 -0.54 2.56 -0.471
N -1.17 -1.08 3.36 -0.018
C -1.14 -1.68 4.55 0.027
C 0.15 -2.13 4.81 0.032
C 0.89 -1.79 3.70 -0.048
N 0.09 -1.15 2.81 -0.122
N -2.18 0.99 2.29 -0.020
C -2.98 1.98 2.68 0.023
C -2.42 3.20 2.32 0.033
C -1.24 2.89 1.68 -0.055
N -1.08 1.54 1.66 -0.130
H -3.56 -3.32 -1.10 0.136
H -1.08 -2.35 -1.56 0.114
H -4.30 -2.19 1.28 0.159
H -3.39 -0.69 3.14 0.145
H -2.03 -1.76 5.15 0.159
H 0.50 -2.65 5.69 0.136
H 1.93 -1.96 3.48 0.132
H -3.90 1.77 3.20 0.158
H -2.82 4.18 2.50 0.136
H -0.49 3.52 1.24 0.127
C 0.92 -2.76 -4.93 -0.011
C 1.45 -3.21 -3.72 -0.034
C 1.45 -2.40 -2.61 -0.092
C 0.91 -1.11 -2.71 -0.382
C 0.38 -0.64 -3.92 -0.060
C 0.38 -1.48 -5.03 -0.026
P 0.99 -0.05 -1.31 1.005
C 0.21 1.54 -1.51 -0.399
C -1.16 1.59 -1.85 -0.102
C -1.78 2.81 -1.97 -0.031
C -1.06 3.98 -1.76 -0.016
C 0.28 3.95 -1.42 -0.042
C 0.93 2.73 -1.28 -0.058
C 2.55 0.08 -0.47 -0.393
C 3.86 0.18 -0.88 -0.016
C 4.83 0.33 0.12 0.014
C 4.47 0.40 1.47 -0.011
C 3.15 0.31 1.87 -0.075
C 2.15 0.11 0.90 -0.340
H 0.92 -3.40 -5.79 0.131
H 1.87 -4.21 -3.66 0.127
H 1.88 -2.75 -1.68 0.118
H -0.02 0.36 -4.00 0.109
H -0.01 -1.13 -5.97 0.128
H -1.71 0.67 -2.04 0.112
H -2.83 2.86 -2.25 0.129
H -1.56 4.94 -1.88 0.133
H 0.83 4.87 -1.27 0.132
H 1.98 2.69 -1.02 0.119
H 4.14 0.15 -1.92 0.135
H 5.87 0.40 -0.16 0.136
H 5.25 0.52 2.21 0.133
H 2.90 0.37 2.92 0.106

---

[6]
17
Properties=species:S:1:pos:R:3:lowdin_charge:R:1 method="wB97M-V/def2-TZVPD" relative_energy_kcal_mol=33.7 smiles=C[C@H]1C[C@H]2OC[C@@H]12 homo_lumo_gap_ev=10.520
C -0.22 -0.80 -1.66 -0.073
C -0.59 -0.74 -0.18 -0.304
C 0.53 -1.13 0.83 -0.080
C 0.47 0.29 1.41 -0.260
O 1.34 1.20 0.70 -0.079
C 0.22 1.74 -0.03 -0.147
C -0.71 0.66 0.50 -0.165
H -1.00 -0.35 -2.29 0.081
H -0.11 -1.85 -1.97 0.079
H 0.73 -0.30 -1.86 0.077
H -1.50 -1.32 -0.01 0.131
H 0.21 -1.90 1.54 0.111
H 1.50 -1.40 0.40 0.118
H 0.51 0.43 2.50 0.146
H 0.40 1.79 -1.11 0.112
H -0.04 2.74 0.33 0.117
H -1.70 0.95 0.85 0.136